[1]
{
  "formula": "C2H2ClO3P",
  "method": "ωB97M-V/def2-TZVPD",
  "charge": -2,
  "homo_lumo_gap_ev": 6.04,
  "e_above_lowest_kcal_mol": 29.8,
  "spin_multiplicity": 1,
  "e_tot_ha": -1104.697285,
  "homo_ev": 0.18,
  "elements": ["C", "C", "O", "O", "O", "P", "Cl", "H", "H"],
  "xyz": [[-0.111, -0.055, 0.339], [0.075, 0.354, 1.563], [1.275, 2.488, 0.896], [2.650, 0.596, 1.935], [1.227, 2.126, 3.428], [1.480, 1.547, 2.069], [-1.292, -0.791, 2.933], [-0.831, -0.789, 0.007], [0.524, 0.404, -0.404]],
  "atomic_forces_ev_per_a": [[-0.815, -0.667, -0.476], [-0.645, -0.583, 0.740], [-0.122, -0.094, -0.170], [-0.005, -0.112, 0.012], [-0.279, -0.009, 0.355], [0.880, 0.558, 0.395], [0.934, 0.799, -1.045], [-0.062, -0.133, 0.177], [0.114, 0.241, 0.013]]
}

[2]
{
  "formula": "C5H14",
  "method": "ωB97M-V/def2-TZVPD",
  "homo_lumo_gap_ev": 12.36,
  "e_above_lowest_kcal_mol": 7.2,
  "spin_multiplicity": 1,
  "e_tot_ha": -198.877688,
  "homo_ev": -11.29,
  "smiles": "CCC.CC",
  "elements": ["C", "C", "C", "H", "H", "H", "H", "H", "H", "H", "H", "C", "C", "H", "H", "H", "H", "H", "H"],
  "xyz": [[-1.641, 2.330, 1.039], [-0.399, 2.635, 0.199], [0.469, 1.394, -0.066], [-1.374, 1.750, 1.929], [-2.132, 3.238, 1.356], [-2.351, 1.667, 0.530], [0.126, 3.393, 0.751], [-0.711, 3.091, -0.738], [1.490, 1.549, 0.297], [0.580, 1.268, -1.136], [0.131, 0.524, 0.491], [0.151, -3.157, -0.187], [1.295, -2.522, -0.973], [0.361, -3.043, 0.873], [-0.792, -2.664, -0.392], [0.093, -4.233, -0.345], [1.437, -1.488, -0.682], [2.196, -3.129, -0.907], [1.070, -2.601, -2.040]],
  "atomic_forces_ev_per_a": [[0.115, -0.895, -0.032], [-0.724, -0.431, 0.314], [0.693, 0.866, 0.359], [0.166, 0.286, 0.089], [-0.307, 0.210, 0.043], [-0.017, 0.320, -0.210], [0.600, 0.354, 0.106], [0.027, 0.045, -0.099], [-0.016, 0.133, 0.002], [-0.212, -0.677, -0.127], [-0.327, -0.227, -0.445], [0.646, 0.074, 0.497], [-0.488, -0.895, -0.777], [-0.140, 0.060, 0.254], [-0.230, -0.113, -0.096], [-0.234, 0.041, -0.284], [0.288, 0.078, -0.092], [0.287, 0.288, 0.527], [-0.127, 0.484, -0.030]]
}

[3]
{
  "formula": "C6H11N",
  "method": "ωB97M-V/def2-TZVPD",
  "homo_lumo_gap_ev": 10.07,
  "e_above_lowest_kcal_mol": 40.6,
  "spin_multiplicity": 1,
  "e_tot_ha": -289.906957,
  "homo_ev": -9.00,
  "smiles": "C=CC(=C)CCN",
  "elements": ["C", "C", "C", "C", "C", "C", "N", "H", "H", "H", "H", "H", "H", "H", "H", "H", "H", "H"],
  "xyz": [[1.247, 2.029, 0.191], [0.937, 0.897, 0.815], [0.939, -0.446, 0.181], [2.019, -0.944, -0.409], [-0.387, -1.157, 0.150], [-1.443, -0.431, -0.676], [-2.447, 0.332, 0.049], [1.035, 2.985, 0.646], [1.712, 2.008, -0.782], [0.589, 0.938, 1.849], [2.085, -1.972, -0.743], [2.968, -0.441, -0.522], [-0.201, -2.174, -0.204], [-0.798, -1.383, 1.139], [-0.919, 0.299, -1.312], [-1.908, -1.000, -1.481], [-2.115, 0.630, 0.955], [-3.315, -0.172, 0.155]],
  "atomic_forces_ev_per_a": [[-0.036, -0.301, 0.287], [-0.177, 0.130, -0.192], [0.300, 0.461, 0.163], [0.481, -0.570, 0.035], [-0.070, -1.397, 0.366], [0.473, 1.358, -1.101], [-0.328, -0.139, -0.042], [0.359, 0.113, 0.126], [-0.264, 0.081, -0.307], [-0.272, -0.016, -0.218], [-0.504, -0.032, -0.337], [-0.043, 0.432, 0.394], [-0.001, 0.075, -0.455], [0.079, 0.523, 0.260], [0.261, 0.017, 0.292], [-0.284, -0.668, 0.524], [-0.042, 0.004, 0.000], [0.069, -0.071, 0.206]]
}

[4]
{
  "formula": "C12H7F3N3O5S3",
  "method": "ωB97M-V/def2-TZVPD",
  "charge": -1,
  "homo_lumo_gap_ev": 6.55,
  "e_above_lowest_kcal_mol": 47.6,
  "spin_multiplicity": 1,
  "e_tot_ha": -2496.108156,
  "homo_ev": -5.46,
  "elements": ["F", "C", "F", "F", "S", "N", "C", "O", "C", "C", "C", "C", "C", "C", "S", "O", "O", "H", "H", "H", "H", "C", "C", "O", "N", "C", "S", "N", "C", "O", "H", "H", "H"],
  "xyz": [[0.103, -4.289, 1.109], [-0.745, -3.188, 1.064], [-1.388, -3.222, -0.146], [-1.689, -3.333, 2.032], [0.319, -1.764, 1.401], [-3.964, 1.568, 0.660], [-3.800, 1.193, -0.658], [-4.542, 1.486, -1.606], [-2.540, 0.357, -0.769], [-2.069, -0.027, 0.453], [-0.688, -0.462, 0.613], [0.177, -0.782, -0.682], [-0.547, -0.436, -1.927], [-1.833, 0.008, -1.958], [-2.887, 0.965, 1.716], [-1.897, 1.918, 2.184], [-3.556, 0.172, 2.720], [-0.250, 0.298, 1.312], [0.509, -1.849, -0.739], [0.027, -0.613, -2.837], [-2.372, 0.140, -2.904], [1.395, 0.086, -0.264], [2.533, -0.209, 0.728], [2.986, -1.281, 1.117], [3.157, 1.008, 1.099], [3.465, 2.044, 0.229], [4.487, 3.298, 0.649], [2.875, 1.844, -1.024], [2.294, 0.592, -1.401], [2.571, 0.032, -2.451], [0.937, 1.038, 0.091], [3.677, 0.990, 1.962], [3.259, 2.418, -1.771]],
  "atomic_forces_ev_per_a": [[-1.209, 0.766, -0.068], [0.337, -0.721, 0.494], [0.713, 0.163, 1.262], [0.595, -0.252, -1.087], [-2.672, -2.704, 3.727], [-0.089, 0.081, -0.369], [-0.483, 0.884, 1.643], [1.105, -0.508, 0.753], [0.238, -1.167, 2.085], [-0.412, 0.242, -0.712], [2.199, -1.023, 0.064], [-0.143, 1.578, -0.012], [-0.645, 0.840, -1.061], [1.281, -0.509, -1.253], [-1.593, -0.069, -1.945], [-0.010, -0.249, -0.097], [0.451, 0.104, -0.056], [-0.362, 0.193, -1.104], [-0.562, 1.053, -0.362], [-0.402, 0.002, -0.021], [0.389, 0.037, 0.290], [0.854, 1.677, -1.714], [0.845, -1.873, 0.425], [-0.692, 2.289, -0.608], [0.154, 0.357, -0.063], [-0.480, -0.526, -0.162], [-0.841, -0.858, -0.491], [0.783, 0.371, -0.020], [0.779, -0.502, -1.120], [-0.861, 1.204, 1.601], [0.504, -0.575, -0.198], [0.217, -0.039, -0.045], [0.012, -0.268, 0.224]]
}

Short version: largest force on an atom = 0.03138, 0.02493, 0.03523, 0.10353 Eh/bohr, in the order given.